C4H7I2OP | wB97M-V/def2-TZVPD

Each line ends with the Mulliken charge.
CARTESIAN COORDINATES (ANGSTROEM)
C  1.537  1.342  -1.902  -0.53
C  0.394  0.763  -1.541  -0.20
C  0.685  -2.944  1.851  -0.74
C  -1.688  0.971  0.539  -0.99
O  0.947  0.452  1.251  -0.58
P  -0.045  0.303  0.177  0.67
I  -0.933  -2.223  0.492  0.08
I  -1.640  3.086  0.643  0.09
H  1.805  1.577  -3.009  0.23
H  2.355  1.354  -1.266  0.35
H  -0.404  0.922  -2.287  0.27
H  0.088  -3.586  2.520  0.26
H  1.403  -3.378  1.139  0.22
H  -1.965  0.668  1.533  0.42
H  -2.538  0.694  -0.141  0.45

Values from the calculation:
E_LUMO (alpha / beta) = -1.0 / -1.0 eV
largest force on an atom = 0.0528 Eh/bohr

***

CH2ClF2P | wB97M-V/def2-TZVPD

Each line ends with the Mulliken charge.
CARTESIAN COORDINATES (ANGSTROEM)
C  0.564  -0.764  -0.125  -0.62
F  -1.051  1.211  1.401  -0.21
F  -1.228  1.432  -0.881  -0.17
P  -1.458  0.305  0.158  0.53
Cl  1.828  0.317  0.402  -0.15
H  0.721  -0.752  -1.251  0.25
H  0.624  -1.749  0.297  0.36

Values from the calculation:
E_LUMO = 0.7 eV
largest force on an atom = 0.0714 Eh/bohr

***

C22H25As2N2OPdS | wB97M-V/def2-TZVPD

Each line ends with the Mulliken charge.
CARTESIAN COORDINATES (ANGSTROEM)
Pd  -0.427  -0.943  -0.155  -0.10
O  -1.798  0.353  0.664  -0.81
N  -1.599  1.677  0.516  0.64
C  -2.516  2.466  1.120  -0.32
C  -2.433  3.827  1.026  -0.76
C  -1.390  4.389  0.289  -0.23
C  -0.471  3.567  -0.320  -0.85
C  -0.567  2.179  -0.194  0.87
S  0.613  1.128  -0.924  -0.25
H  -3.279  1.926  1.659  0.49
H  -3.174  4.438  1.519  0.45
H  -1.305  5.463  0.194  0.43
H  0.348  3.969  -0.899  0.46
C  2.765  -1.893  -1.391  -1.18
As  0.950  -2.522  -1.266  1.20
C  1.035  -4.259  -0.438  -1.12
C  0.309  -2.759  -3.063  0.24
C  0.982  -3.552  -3.986  -0.71
C  0.481  -3.671  -5.274  -0.75
C  -0.684  -3.008  -5.639  -0.72
C  -1.361  -2.221  -4.720  -0.68
C  -0.860  -2.098  -3.428  0.34
As  -1.767  -1.076  -2.080  1.22
C  -2.296  0.607  -2.842  -1.26
C  -3.401  -1.995  -1.638  -1.13
H  3.364  -2.638  -1.913  0.46
H  3.156  -1.743  -0.387  0.39
H  2.786  -0.954  -1.940  0.38
H  1.686  -4.901  -1.029  0.43
H  0.039  -4.692  -0.386  0.36
H  1.443  -4.150  0.566  0.40
H  1.895  -4.071  -3.718  0.38
H  1.002  -4.283  -5.997  0.42
H  -1.066  -3.106  -6.646  0.42
H  -2.269  -1.711  -5.018  0.39
H  -2.987  0.412  -3.662  0.50
H  -1.419  1.136  -3.203  0.38
H  -2.804  1.194  -2.078  0.39
H  -4.034  -2.036  -2.524  0.44
H  -3.906  -1.443  -0.847  0.37
H  -3.174  -3.003  -1.300  0.38
N  0.675  -1.137  1.659  -0.09
C  1.185  -1.102  2.687  -0.16
C  1.819  -1.060  3.963  0.59
C  1.282  -1.807  5.015  -0.37
C  1.901  -1.757  6.250  -0.65
C  3.036  -0.974  6.427  -0.35
C  3.563  -0.234  5.376  -0.65
C  2.959  -0.270  4.134  -0.39
H  0.397  -2.410  4.864  0.45
H  1.500  -2.327  7.076  0.41
H  3.515  -0.941  7.397  0.42
H  4.445  0.372  5.528  0.41
H  3.357  0.304  3.308  0.45

Values from the calculation:
E_LUMO (alpha / beta) = -6.4 / -7.9 eV
total charge = +2
largest force on an atom = 0.0027 Eh/bohr
multiplicity = 2

***

C9H26Cl2NPTi | wB97M-V/def2-TZVPD

Each line ends with the Mulliken charge.
CARTESIAN COORDINATES (ANGSTROEM)
Ti  -0.069  0.061  2.891  -0.47
Cl  -1.395  1.855  2.351  -0.55
Cl  1.107  -1.882  2.620  -0.52
H  -1.388  -0.820  2.618  0.11
H  1.236  0.881  2.360  0.08
P  -0.114  0.130  -0.446  0.06
C  0.198  1.877  -0.997  0.62
C  1.062  -1.030  -1.298  0.61
C  -1.895  -0.272  -0.738  0.68
C  1.216  2.584  -0.077  -1.32
H  -0.776  2.375  -0.850  0.38
C  0.620  1.918  -2.465  -1.58
H  1.653  1.566  -2.571  0.24
H  0.564  2.950  -2.836  0.45
H  -0.028  1.297  -3.092  0.32
H  0.775  2.797  0.905  0.21
H  1.526  3.537  -0.536  0.43
H  2.106  1.969  0.104  0.23
H  -2.395  0.547  -0.183  0.45
C  -2.337  -1.597  -0.076  -1.48
C  -2.188  -0.193  -2.239  -1.54
H  -2.093  0.837  -2.600  0.28
H  -3.211  -0.542  -2.453  0.46
H  -1.485  -0.830  -2.795  0.26
H  -1.597  -1.945  0.667  0.26
H  -2.510  -2.392  -0.820  0.39
H  -3.270  -1.443  0.479  0.34
C  2.475  -0.729  -0.752  -1.42
H  1.035  -0.835  -2.395  0.48
C  0.682  -2.492  -1.039  -1.45
H  2.880  0.220  -1.136  0.25
H  3.171  -1.533  -1.066  0.43
H  2.472  -0.696  0.347  0.19
H  0.668  -2.712  0.041  0.11
H  1.431  -3.151  -1.505  0.48
H  -0.297  -2.748  -1.463  0.29
N  0.024  0.103  4.992  -0.63
H  1.008  0.105  5.327  0.30
H  -0.430  -0.713  5.375  0.29
H  -0.431  0.944  5.351  0.30

Values from the calculation:
E_LUMO (alpha / beta) = 2.5 / 2.5 eV
total charge = -1
largest force on an atom = 0.0663 Eh/bohr
multiplicity = 2

***

C15H20N4OS2 | wB97M-V/def2-TZVPD

Each line ends with the Mulliken charge.
CARTESIAN COORDINATES (ANGSTROEM)
C  2.244  3.846  -2.567  -0.80
H  2.583  4.547  -3.339  0.33
O  2.167  2.537  -3.066  -0.33
C  1.249  2.406  -4.134  -0.31
C  1.263  0.945  -4.591  -1.18
N  0.996  0.061  -3.482  -0.12
C  -0.269  -0.171  -3.049  0.49
S  -1.574  0.284  -3.969  -0.43
N  -0.434  -0.874  -1.895  0.03
C  -1.727  -0.885  -1.243  -0.97
H  -2.502  -0.708  -1.990  0.49
C  -1.757  0.212  -0.169  -0.78
N  -0.664  0.035  0.759  -0.01
C  -0.819  -0.565  1.954  0.79
N  0.153  -0.985  2.682  -0.45
C  -0.277  -1.469  3.885  -0.35
C  0.532  -1.987  4.890  -0.55
C  -0.055  -2.440  6.054  -0.49
C  -1.432  -2.388  6.234  -0.46
C  -2.257  -1.878  5.247  -0.61
C  -1.673  -1.424  4.082  0.90
S  -2.445  -0.735  2.676  -0.36
H  -3.327  -1.834  5.380  0.39
H  -1.867  -2.749  7.154  0.37
H  0.567  -2.843  6.840  0.37
H  1.600  -2.022  4.743  0.45
C  0.636  -0.025  0.122  -0.49
H  1.384  -0.223  0.889  0.49
H  0.834  0.943  -0.351  0.29
C  0.625  -1.134  -0.942  -1.07
H  1.594  -1.231  -1.428  0.39
H  0.402  -2.088  -0.453  0.39
H  -2.706  0.199  0.366  0.52
H  -1.640  1.187  -0.656  0.25
H  -1.880  -1.866  -0.785  0.31
H  1.734  0.083  -2.795  0.30
H  0.498  0.795  -5.355  0.47
H  2.246  0.691  -4.990  0.36
H  1.528  3.065  -4.968  0.47
H  0.238  2.678  -3.799  0.33
H  2.964  3.828  -1.751  0.24
H  1.270  4.185  -2.190  0.32

Values from the calculation:
E_LUMO = 0.6 eV
largest force on an atom = 0.0167 Eh/bohr
SMILES string = COCCNC(=S)N1CCN(c2nc3ccccc3s2)CC1

***

What did we get for relative energy (zero: lowest compared OMol25 entry of this formula, charge and spin)? Answer: 102.72 0.00 0.00 0.00 14.51 kcal per mole, in the order shown.